[1]
Molecular formula: C34H45FGe2IrN2
Method: DFT, ωB97M-V/def2-TZVPD

```
85
Properties=species:S:1:pos:R:3:forces:R:3:mulliken_charge:R:1
H -6.471857 -0.128099 0.695711 0.0 0.0 0.0 0.510
C 2.960026 2.842745 1.267141 0.0 0.0 0.0 -0.712
H -0.987165 -5.269528 2.800912 0.0 0.0 0.0 0.362
H 0.829733 2.794276 1.442817 0.0 0.0 0.0 0.334
C -2.119167 -2.326203 -4.029493 0.0 0.0 0.0 -0.045
H 3.126475 3.365105 2.199733 0.0 0.0 0.0 0.422
H 0.914185 -6.906168 -2.543110 0.0 0.0 0.0 0.429
C -1.795398 -4.012761 -0.146017 0.0 0.0 0.0 -0.785
H -0.662844 2.198348 -0.347379 0.0 0.1 0.0 0.592
H 0.865685 0.742720 -3.795762 0.0 0.0 0.0 -0.142
C 2.348797 -6.079162 -3.908210 0.0 0.0 0.0 -0.466
H -2.811833 0.359286 0.541235 0.0 0.1 0.0 0.321
H 2.957166 -6.974235 -3.937220 0.0 0.0 0.0 0.375
C -4.042147 -3.717165 -4.521698 0.0 0.0 0.0 -0.573
C 0.301558 -1.349524 -1.953779 0.6 -0.6 0.2 -1.133
C 0.002667 -1.572424 1.132348 -0.5 -0.6 -0.3 -1.541
C 1.681494 2.522126 0.829308 0.0 0.0 0.0 -0.398
H -3.184720 -1.548951 2.000874 0.1 0.0 0.0 0.100
C 1.938047 -3.815007 -4.606897 -0.1 0.0 0.0 -0.517
H -4.878479 0.453868 -2.678841 0.0 0.0 0.0 0.270
H -5.398097 -2.071186 -2.287167 0.0 0.0 0.0 0.128
H -0.005088 -0.885011 1.985672 -0.1 0.1 0.0 0.550
C -5.647157 -1.862646 -1.245248 0.0 0.0 0.0 -1.410
H 1.581978 2.245416 -5.621680 0.0 0.0 0.0 0.445
C 2.719639 -4.963455 -4.643251 0.0 0.0 0.0 -0.668
H 2.447613 0.956961 -2.057905 0.0 0.0 0.0 0.348
F 5.281033 2.819552 0.880390 0.0 0.0 0.0 -0.338
H -2.790472 -4.436380 0.005787 0.0 0.0 0.0 0.393
C 0.082914 1.583309 -0.859687 -0.2 -0.5 0.0 -1.504
C 0.318700 -1.310518 -6.422089 0.0 0.0 0.0 -0.144
C -5.324130 0.588906 -1.691804 0.0 0.0 0.0 -1.775
C 1.466648 1.867304 -0.381426 -0.1 0.2 0.0 0.209
H 1.360218 -1.599683 -1.739040 0.1 0.2 -0.3 0.457
H -5.315050 -2.706010 -0.637830 0.0 0.0 0.0 0.295
C -4.963517 -0.584651 -0.771984 0.0 0.0 -0.1 1.668
H -4.990252 1.545628 -1.282094 0.0 0.0 0.0 0.427
Ir -0.397143 -0.429157 -0.560085 0.2 0.8 0.0 1.285
H 0.539607 -4.872712 2.002745 0.0 0.0 0.0 0.358
C -5.391458 -0.272210 0.658277 0.0 0.0 0.0 -1.867
H -6.406250 0.653341 -1.815724 0.0 0.0 0.0 0.483
H -5.793840 -2.704657 -5.237433 0.0 0.0 0.0 0.368
H -1.107438 -4.828464 -0.377884 0.0 0.0 0.0 0.442
C 3.869429 1.818302 -0.717164 0.0 0.0 0.0 -0.846
H -5.126454 -1.091403 1.325696 0.0 0.0 0.0 0.296
H -3.547173 -3.218553 2.438950 0.0 0.0 0.0 0.354
H -2.528388 -2.232443 3.495094 0.0 0.0 0.0 0.437
C -2.725512 -3.580704 -4.098768 0.0 0.0 0.0 -0.117
C -2.873415 -1.208495 -4.399123 0.1 0.0 0.0 -0.193
C 2.586250 1.506218 -1.133956 0.0 0.0 0.0 0.159
N -3.518267 -0.899084 -0.796654 -0.1 0.0 0.2 0.595
H -4.932900 0.648190 1.029298 0.0 0.0 0.0 0.370
C 0.723896 -0.471983 -7.449918 0.0 0.0 0.0 -0.687
H -3.242557 -1.217017 -1.721196 0.0 0.0 0.0 -0.333
H 4.737347 1.542214 -1.301143 0.0 0.0 0.0 0.448
C 0.369300 -0.886927 -5.093464 0.1 0.1 0.1 -0.340
H 2.236785 -2.950132 -5.188157 0.0 0.0 0.0 0.323
H -2.412320 -0.224943 -4.387902 0.0 0.0 0.0 0.435
C 0.777822 -3.763358 -3.834495 0.1 0.0 0.1 0.179
H -4.490853 -4.701042 -4.578807 0.0 0.0 0.0 0.425
C 0.430416 -4.888539 -3.083858 0.0 0.0 0.0 0.206
Ge -1.195949 -3.084371 1.475762 0.0 0.0 0.0 0.620
C 0.826428 0.400722 -4.823090 0.0 0.0 0.0 -0.209
C 4.032591 2.494324 0.476318 0.0 0.0 0.0 0.427
H 1.504260 1.459855 -7.966188 0.0 0.0 0.0 0.378
H -1.831719 -3.333908 -0.996691 0.0 0.0 0.0 -0.175
H -6.730535 -1.770304 -1.159631 0.0 0.0 0.0 0.501
C 1.201531 -6.040748 -3.127567 0.0 0.0 0.0 -0.787
C -2.771715 -2.449905 2.453718 0.0 0.0 0.1 -1.053
H 0.682885 -0.815447 -8.476114 0.0 0.0 0.0 0.404
H -2.874257 1.039303 -0.952688 0.0 0.0 0.0 0.248
H -0.023791 1.707770 -1.937303 0.0 0.4 0.0 0.554
C -0.300497 -4.455456 2.561005 0.0 0.0 0.1 -1.334
C -4.771256 -2.598650 -4.897372 0.0 0.0 0.0 -0.725
Ge -0.206007 -2.085201 -3.659511 -0.3 -0.1 -0.1 2.055
H 0.083976 -4.042258 3.494655 0.0 0.0 0.0 0.374
H -2.158017 -4.468127 -3.847354 0.0 0.0 0.0 0.250
H 3.622853 -4.981272 -5.240348 0.0 0.0 0.0 0.404
H 1.024081 -1.940914 1.001668 0.0 0.1 0.1 0.475
C 1.182175 0.808201 -7.163925 0.0 0.0 0.0 -0.485
H -0.044039 -2.306164 -6.657500 0.0 0.0 0.0 0.437
C -4.183909 -1.342112 -4.838007 0.0 0.0 0.0 -0.487
H -0.441832 -4.859868 -2.441643 0.0 0.0 0.0 -0.169
C 1.229500 1.246978 -5.849550 0.0 0.0 0.0 -0.517
H -4.741643 -0.469885 -5.157149 0.0 0.0 0.0 0.380
N -2.658697 0.179740 -0.446680 0.1 -0.1 0.2 -0.834
```
Positions in Å, forces in eV/Å.

Properties
spin multiplicity: 2
highest occupied orbital energy (alpha / beta): -6.975 / -6.983 eV
lowest unoccupied orbital energy (alpha / beta): 0.21 / 0.14 eV

[2]
Molecular formula: C34H45FN11O4S
Method: DFT, ωB97M-V/def2-TZVPD

```
96
Properties=species:S:1:pos:R:3:forces:R:3:mulliken_charge:R:1
C 1.588147 -2.230737 -2.207349 -1.5 0.6 -0.6 1.221
H -2.857743 -0.101563 2.299083 0.4 0.3 -1.4 -0.095
H -5.714372 2.911562 3.335290 0.0 -0.1 0.0 0.113
C 3.929818 1.622086 -3.043354 -0.1 -0.2 0.2 -0.752
H -0.473422 6.635651 0.991348 0.0 -0.1 -0.1 0.287
H 3.136166 -1.688214 0.230113 -1.0 -0.4 0.4 0.033
N -2.535886 7.086293 0.351544 -4.9 3.7 0.9 -0.399
C -0.493631 1.687088 0.983619 2.2 -1.7 -0.4 -0.489
C -2.599300 0.223291 1.259590 0.9 -0.1 -1.2 -0.646
C -1.771843 4.972220 0.771140 0.5 -0.1 -0.2 0.609
C 2.556529 0.988046 -3.432528 -1.6 0.9 -0.2 0.641
C -7.727548 5.122492 3.445973 0.1 0.2 0.0 0.360
H 0.104933 5.368241 -0.113771 0.0 -0.2 0.3 0.363
C -6.062328 1.882695 3.406843 0.5 -0.4 0.1 -0.760
H 3.719446 2.352347 -2.215713 0.1 -0.9 -0.8 0.081
H 4.939830 -8.063758 -5.647454 0.0 0.0 0.1 0.319
C -7.055537 6.441763 3.434491 -0.2 -0.5 0.0 -0.686
C -4.916578 0.984217 3.673322 -0.2 0.2 0.0 0.335
H 1.208496 -5.486792 -1.805945 0.5 0.1 0.8 0.262
H -6.638076 6.652897 4.418453 0.0 0.0 0.0 0.279
C -1.052219 0.314901 0.997785 1.0 0.7 0.0 1.032
C 7.070781 -1.889214 0.216966 0.5 0.0 -0.1 -0.182
N 1.468084 -3.382549 -3.205096 2.2 0.9 -1.1 -0.538
N -0.799720 -4.442897 2.249535 -0.4 0.2 0.2 -0.483
C 8.527442 -1.840354 -0.050105 -0.2 0.0 0.0 0.157
N -8.249869 4.097098 3.454263 0.2 0.5 0.0 -0.401
H -5.243418 8.725960 0.617762 0.1 0.0 0.0 0.216
H -7.773233 7.220263 3.177058 0.0 -0.1 0.0 0.304
C -7.129755 -4.585219 1.668240 0.2 0.2 0.5 -0.759
H -3.450711 -2.723435 1.917577 0.1 0.0 0.0 0.180
H -6.251001 6.439989 2.699117 0.0 -0.1 0.0 0.175
C 1.224640 -0.707701 0.484809 -3.1 1.1 0.3 0.316
H 5.347886 -6.427471 -5.092243 -0.1 0.0 0.0 0.231
S 3.589308 -3.361372 -5.090935 -1.7 -0.3 0.8 -0.406
H 3.424501 -4.007659 -1.738915 -1.0 0.1 0.6 0.101
H 1.832407 -2.611097 1.195703 0.6 0.4 -1.1 0.609
H -3.035136 1.237391 1.028005 0.3 -1.0 0.5 0.330
N 4.982792 1.176413 -0.072299 0.6 0.4 0.1 -0.427
H 6.682092 3.680779 0.875912 0.0 0.0 0.0 0.358
H 6.572363 -2.482227 -0.549468 0.0 0.0 0.0 0.175
C 1.729781 0.652358 0.498719 -0.1 -0.4 0.1 -0.264
H 6.886985 -2.341562 1.190865 0.0 0.0 -0.1 0.304
H 3.735990 -1.613596 -2.658140 -1.1 0.1 -0.3 0.242
H 2.603845 -6.252457 -0.908233 -0.8 0.8 0.1 0.402
H -3.009322 -0.466047 0.465130 0.2 0.4 1.0 0.284
H 5.559542 4.280747 -0.361776 0.0 -0.1 0.0 0.285
H 1.229460 -5.395818 0.021707 0.5 -0.1 -0.8 0.218
H 4.301448 2.242219 -3.902216 -0.3 -0.8 0.6 0.421
H 4.696884 0.889404 -2.695685 -0.6 0.6 -0.5 0.242
F 3.490486 -4.138144 0.259509 -0.7 0.7 -0.7 -0.411
C 4.541381 -7.151086 -5.204030 -0.2 -0.2 0.4 -0.763
C -1.764854 -3.866559 2.500669 -0.2 0.1 0.0 0.440
H -4.120997 9.767644 -0.280131 0.0 -0.1 0.0 0.285
N -6.084699 -3.845469 3.967990 -0.3 -0.2 -0.4 -0.436
C -6.542484 -4.170519 2.962977 -0.1 0.0 -0.2 0.388
C 0.940180 1.855065 0.749501 -1.3 -2.8 0.0 -0.877
C 5.538414 2.184125 -0.085564 0.2 0.2 0.1 0.454
H -3.720681 -3.795595 3.304944 0.1 0.0 0.0 0.358
C 6.252960 3.480118 -0.105264 -0.3 -0.5 0.0 -1.050
C -0.779125 5.929902 0.224711 2.7 -2.6 -0.4 -0.808
O -0.117043 -0.375460 -2.276459 2.2 0.0 0.3 -0.517
C 0.111431 -1.583706 -2.406163 -4.9 -0.8 -0.2 -0.332
C 1.862668 -5.409439 -0.901568 0.4 0.9 -0.2 -1.195
O 2.367598 -0.353080 -3.742574 1.2 -0.2 0.9 -0.213
C -4.507698 8.753242 -0.185418 0.4 -0.4 0.0 -0.862
H 6.657846 -0.880326 0.209823 0.0 -0.1 0.0 -0.066
H -6.788908 1.808370 4.214460 0.0 0.0 -0.1 0.387
O -0.884745 -2.398566 -2.668811 3.5 0.5 0.6 -0.863
C 2.289414 -3.389827 -4.088973 0.9 -0.1 0.1 0.477
H -6.349648 -4.980471 1.018009 0.0 0.0 0.1 0.273
H -6.542829 1.604173 2.469742 0.0 0.0 0.0 0.287
C -3.399327 7.817757 0.116510 -0.1 0.1 -0.1 0.333
H -4.989716 8.467259 -1.120074 0.0 0.0 0.0 0.268
H -7.597684 -3.729223 1.183237 0.1 0.0 0.0 0.257
N 3.493241 -7.692938 -2.853353 0.2 0.0 -0.4 -0.395
C 2.047849 -2.010788 0.265674 0.6 1.5 1.0 -1.018
O 1.597489 1.714711 -3.498919 1.1 -0.2 -0.4 -0.515
H -2.781744 -2.304413 3.506600 0.0 0.0 -0.1 0.202
C -0.222667 -0.874710 0.761602 0.8 2.8 0.1 -0.439
H -1.179312 6.466147 -0.615727 0.8 -0.5 -0.4 0.259
C 2.649267 -4.035434 -0.915890 0.4 -2.2 -0.1 0.493
H 1.465155 2.835386 0.742877 -0.6 -0.8 0.0 0.329
N 9.659801 -1.801188 -0.257498 -0.5 0.0 0.1 -0.392
H -7.881360 -5.356638 1.833027 0.1 0.0 0.0 0.296
N -4.022244 0.291354 3.882178 -0.7 0.3 0.4 -0.468
H 7.052570 3.450273 -0.844880 -0.1 0.0 0.0 0.288
N 1.758334 -2.868885 -0.892918 0.3 0.2 0.0 0.778
H 2.828780 0.777178 0.321800 -1.2 -0.1 0.2 0.234
C -3.006886 -3.126756 2.827755 0.6 -0.3 -0.1 -0.646
H -0.704957 -1.879431 0.782547 0.6 0.9 -0.2 0.328
H -1.106712 2.603434 1.144509 0.4 -1.4 -0.1 0.165
H 2.790116 -0.420105 -1.745726 -0.5 -1.3 -0.3 -0.356
C 2.692079 -1.180052 -2.577976 1.0 1.0 1.0 -0.219
C 3.950300 -7.455747 -3.882441 0.1 0.1 -0.2 0.372
N -2.531478 4.217521 1.196051 0.2 0.6 -0.1 -0.537
H 3.781490 -6.735782 -5.865085 0.0 0.0 0.1 0.236
```
Positions in Å, forces in eV/Å.

Properties
total charge: -1
highest occupied orbital energy: -3.846 eV
lowest unoccupied orbital energy: 1.22 eV

Maximum force: 0.90 6.20 (eV/A)